Record 1
Computed, not measured: a cluster of 2 separate species, C2H6N3O in total at a distorted geometry, with the ωB97M-V functional and the def2-TZVPD basis.

XYZ file:
```
12
Properties=species:S:1:pos:R:3
C 2.3981 0.0122 0.0071
C -1.5014 -0.2397 0.5809
N 3.2899 -0.7856 -0.1335
N -0.9829 1.0221 0.1021
N -2.0057 -1.0488 -0.2185
O 1.5783 0.7857 -0.0813
H 4.0317 -1.1402 0.5528
H -1.1724 1.5336 -0.7732
H -1.3778 1.5904 0.8405
H -1.9588 -0.8423 -1.2647
H -2.4348 -1.9400 0.2119
H 0.1358 1.0526 0.1757
```

Results
- Net charge: +1
- Spin multiplicity: 3
- Electronic energy: -318.86786 Eh
- HOMO level (spin up / spin down): -10.6816 / -15.2933 eV
- Gap between HOMO and LUMO (spin up / spin down): 0.2750 / 0.3446 Eh

Charges per atom according to Mulliken partitioning, unit e: 0.50 0.06 -0.41 -0.37 -0.39 -0.47 0.33 0.38 0.39 0.24 0.28 0.46


Record 2
Computed, not measured: a structure of composition C2H6N3O3 at a distorted geometry, with the ωB97M-V functional and the def2-TZVPD basis.

XYZ file:
```
14
Properties=species:S:1:pos:R:3
C 0.1409 -0.1807 -0.1068
C -0.3971 2.1598 -0.4209
N 0.0834 -1.4256 0.2253
N 1.9326 0.0533 -0.6604
N -1.0309 -2.0266 0.9757
O 1.9736 0.5344 -1.7608
O 2.7600 -0.3376 0.0848
O -0.7377 0.7719 -0.1851
H -1.3456 2.6609 -0.3741
H 0.0731 2.2010 -1.4130
H 0.2972 2.5156 0.4111
H -1.9078 -1.4610 1.1148
H -1.2250 -2.8771 0.4022
H -0.6165 -2.5882 1.7073
```

Results
- Net charge: +1
- Spin multiplicity: 1
- Electronic energy: -469.31175 Eh
- HOMO level: -14.5702 eV
- Gap between HOMO and LUMO: 0.3779 Eh

Charges per atom according to Mulliken partitioning, unit e: 0.67 -0.62 -0.51 0.80 -0.19 -0.43 -0.42 -0.31 0.24 0.35 0.31 0.38 0.38 0.37


Record 3
Computed, not measured: the ion C2H6N3P with charge +2 at a distorted geometry, with the ωB97M-V functional and the def2-TZVPD basis.

XYZ file:
```
12
Properties=species:S:1:pos:R:3
C -1.3650 -0.7684 0.0610
C 0.1568 0.7853 -0.3295
N -0.5492 -1.7654 0.2390
N -1.1597 0.3837 -0.4126
N 1.0669 -0.0258 -0.0535
P 2.5245 -0.5354 -0.2010
H -2.4356 -0.8726 0.1286
H 0.4575 1.7305 -0.6267
H -0.9429 -2.7506 0.3039
H -1.7994 0.9255 -0.9708
H 0.3621 -1.6835 0.9638
H 2.8604 -0.3814 1.1928
```

Results
- Net charge: +2
- Spin multiplicity: 3
- Electronic energy: -584.53980 Eh
- HOMO level (spin up / spin down): -17.7103 / -20.6565 eV
- Gap between HOMO and LUMO (spin up / spin down): 0.2736 / 0.2536 Eh

Charges per atom according to Mulliken partitioning, unit e: -0.01 0.01 -0.32 0.03 -0.22 0.23 0.43 0.49 0.32 0.31 0.41 0.31


Record 4
Computed, not measured: a cluster of 2 separate species, C2H6N3S2 in total at a distorted geometry, with the ωB97M-V functional and the def2-TZVPD basis.

XYZ file:
```
13
Properties=species:S:1:pos:R:3
C -1.0898 -0.5687 0.8262
C 1.0631 -1.5838 0.2475
N -0.0950 -1.1644 0.5561
N -2.0538 1.2532 -0.3826
N -1.5662 2.3927 -0.0640
S 1.4493 -2.2790 -1.2052
S 2.2295 -1.5422 1.6614
H -1.8942 -0.9463 1.3709
H -1.5076 0.8534 -1.1695
H -0.7003 2.6729 -0.3063
H -2.0148 2.8130 0.8062
H 2.5176 -2.9143 -0.8656
H 3.3947 -1.1755 0.9421
```

Results
- Net charge: +1
- Spin multiplicity: 1
- Electronic energy: -1040.01150 Eh
- HOMO level (spin up / spin down): -11.9164 / -12.1139 eV
- Gap between HOMO and LUMO (spin up / spin down): 0.2319 / 0.2699 Eh

Charges per atom according to Mulliken partitioning, unit e: -0.21 0.39 -0.07 -0.29 -0.06 -0.12 -0.15 0.31 0.29 0.23 0.31 0.18 0.20


Record 5
Computed, not measured: an isolated molecule of C2H6N4 at a distorted geometry, with the ωB97M-V functional and the def2-TZVPD basis.

XYZ file:
```
12
Properties=species:S:1:pos:R:3
C 0.0342 -0.9688 0.2548
C 0.1039 2.3443 -0.8238
H -0.2742 -2.5316 1.4253
H 0.1796 -1.1378 2.2419
H 0.2389 -0.9619 -1.5934
H -0.2128 0.8968 1.2723
H 0.2650 2.8859 0.1048
H 0.0902 2.9206 -1.8250
N -0.3598 -1.4980 1.4454
N 0.2846 -1.6243 -0.7926
N -0.0511 0.4863 0.3585
N -0.0329 1.1608 -0.7559
```

Results
- Net charge: 0
- Spin multiplicity: 1
- Electronic energy: -298.77076 Eh
- HOMO level: -8.9728 eV
- Gap between HOMO and LUMO: 0.3615 Eh

Charges per atom according to Mulliken partitioning, unit e: 0.36 -0.38 0.28 0.24 0.32 0.27 0.23 0.21 -0.53 -0.64 0.08 -0.44


Record 6
Computed, not measured: a structure of composition C2H6N4, with the ωB97M-V functional and the def2-TZVPD basis.

XYZ file:
```
12
Properties=species:S:1:pos:R:3
C -0.8422 0.1257 0.0071
N 2.2431 0.3652 0.3039
N -2.1843 0.3913 0.0351
C -0.1805 -1.1317 -0.2212
N 0.0995 1.0359 0.1153
N 1.1320 0.3157 -0.4783
H 3.0949 0.4676 -0.2288
H 2.1569 0.9334 1.1398
H -2.8248 -0.3760 -0.0617
H -2.5031 1.2878 -0.2934
H -0.5895 -1.8702 -0.9105
H 0.3981 -1.5446 0.5928
```

Results
- Net charge: 0
- Spin multiplicity: 1
- Electronic energy: -298.70350 Eh
- HOMO level (spin up / spin down): -7.7036 / -7.7034 eV
- Gap between HOMO and LUMO (spin up / spin down): 0.3197 / 0.3197 Eh

Charges per atom according to Mulliken partitioning, unit e: 0.58 -0.38 -0.43 -0.60 -0.70 0.01 0.23 0.26 0.21 0.24 0.31 0.27